[1]
This record from the Open Molecules 2025 dataset describes C21H22FeN7O4S2 as an isolated structure in a non-equilibrium geometry. The level of theory is ωB97M-V with the def2-TZVPD basis set.

Atoms and positions in Å:
Fe (-1.0474, -0.2026, -0.4440)
S (-1.2964, 2.0558, -2.1076)
S (-2.1580, 0.8305, 1.2140)
O (-1.3967, -6.5016, 2.8968)
O (-2.5431, -1.0244, -1.3914)
O (-2.7730, -6.8604, 1.1358)
O (-2.9769, -2.9722, -2.4174)
N (0.4931, 1.0335, 1.7209)
N (-0.8701, 1.7544, 3.3978)
N (0.3198, -0.7290, -1.7744)
N (1.2700, 1.9149, -3.0298)
N (-1.1091, -2.2204, 0.4077)
N (1.0457, 3.1856, -1.3078)
N (0.5321, 0.3144, 0.5627)
C (3.0010, 0.5124, 0.5508)
C (1.6937, 0.1067, -0.0505)
C (0.4404, 3.8548, -0.1711)
C (-0.7272, 1.2151, 2.1466)
C (1.5975, -0.5627, -1.2932)
C (-2.2718, -4.2884, 0.1567)
C (-0.7962, -3.9540, 1.9999)
C (2.3869, 3.1955, -1.6554)
C (-1.9783, -3.0030, -0.2526)
C (-2.5711, -2.3223, -1.4713)
C (0.3475, 2.3935, -2.1586)
C (-2.0541, 2.4859, 3.8042)
C (2.4606, -1.5277, -3.3173)
C (-2.1393, 3.8837, 3.2022)
C (1.1410, -1.6727, -3.7944)
C (-1.6780, -4.7777, 1.3125)
C (2.6908, -0.9940, -2.0801)
C (2.5282, 2.3965, -2.7309)
C (-1.9779, -6.2118, 1.8344)
C (-0.5312, -2.6868, 1.5158)
C (0.1072, -1.2879, -2.9714)
H (-2.0555, 2.5322, 4.8945)
H (3.4613, 1.3313, -0.0097)
H (0.1606, -2.0134, 2.0111)
H (3.4003, 2.1213, -3.2936)
H (-2.9252, 1.9009, 3.5136)
H (3.7000, -0.3260, 0.5437)
H (2.8465, 0.8341, 1.5767)
H (-2.1761, 3.8181, 2.1135)
H (3.6975, -0.8959, -1.6974)
H (-0.3992, 4.4595, -0.5079)
H (-0.3363, -4.3340, 2.9017)
H (1.1930, 4.4852, 0.2981)
H (-1.2726, 4.4854, 3.4863)
H (3.1118, 3.7659, -1.1043)
H (1.0462, 1.1904, -3.6931)
H (-2.9544, -4.9170, -0.3974)
H (-0.9333, -1.4023, -3.2541)
H (-3.0384, 4.3998, 3.5433)
H (3.2941, -1.8588, -3.9243)
H (0.0084, 2.0768, 3.7767)
H (0.9305, -2.1040, -4.7616)
H (0.0808, 3.1169, 0.5449)

Values from the calculation:
Kohn-Sham gap (alpha / beta): 6.22 / 6.26 eV
Spin multiplicity: 5
⟨S²⟩: 6.12
Energy: -96816.96193 eV
Relative energy (zero: lowest compared OMol25 entry of this formula, charge and spin): 0.532 eV
Net charge: -1


[2]
This record from the Open Molecules 2025 dataset describes one molecule with the formula C4H7NOS in a non-equilibrium geometry. The level of theory is ωB97M-V with the def2-TZVPD basis set.

Atoms and positions in Å:
S (2.4740, -0.4110, 0.0463)
O (-0.6866, 2.0168, 0.1552)
N (-0.5561, -0.1636, -0.4880)
C (-0.7575, -1.2764, 0.4177)
C (-0.0138, 1.0230, -0.0544)
C (1.4978, 1.1418, -0.0134)
C (-1.9005, -0.5259, -0.1076)
H (-2.2822, 0.1687, 0.6023)
H (1.8317, 1.7019, -0.8663)
H (1.7999, 1.7245, 0.8869)
H (-0.4708, -2.2596, -0.0134)
H (2.0080, -0.9759, -1.1221)
H (-2.4616, -1.0218, -0.9153)
H (-0.4823, -1.1425, 1.4721)

Values from the calculation:
Kohn-Sham gap: 10.01 eV
Energy: -18633.03039 eV
SMILES: O=C(CS)N1CC1
Relative energy (zero: lowest compared OMol25 entry of this formula, charge and spin): 1.519 eV


[3]
This record from the Open Molecules 2025 dataset describes a 2-piece molecular cluster, C2H4Cl3OP overall in a non-equilibrium geometry. The level of theory is ωB97M-V with the def2-TZVPD basis set.

Atoms and positions in Å:
Cl (3.3745, -1.6596, -0.9466)
Cl (-3.3519, -0.3710, -0.9867)
Cl (2.9207, 0.3145, 1.0882)
P (-2.1870, 0.1478, 0.5803)
O (0.1745, 0.5097, -0.0118)
C (0.9571, -0.3671, -0.6337)
C (2.1873, -0.6853, -0.2131)
H (0.7029, 1.0407, 0.7379)
H (-1.7599, 1.4728, 0.4947)
H (0.3129, -0.9302, -1.3620)
H (-3.3311, 0.5277, 1.2528)

Values from the calculation:
Kohn-Sham gap: 9.33 eV
Energy: -51040.52523 eV
SMILES: OC=C(Cl)Cl.PCl
Relative energy (zero: lowest compared OMol25 entry of this formula, charge and spin): 3.933 eV


[4]
This record from the Open Molecules 2025 dataset describes C52H43CdN4O7S5SbSe as an isolated structure in a non-equilibrium geometry. The level of theory is ωB97M-V with the def2-TZVPD basis set.

Atoms and positions in Å:
Sb (-0.6354, 2.7360, 2.0841)
Cd (0.4108, -1.1922, 0.5589)
Se (1.2211, 1.2186, -3.2308)
S (-1.6874, -1.1185, 2.1196)
S (0.4866, 1.5500, 0.4968)
S (2.6726, -1.6355, -0.7812)
S (2.4983, -0.7147, 2.2334)
S (-2.0516, -0.3122, -0.8929)
O (0.8744, -4.8786, 3.6601)
O (-0.6935, -4.1680, 0.0515)
O (1.1245, -4.0705, 1.6301)
O (-2.3058, -8.1341, 4.3938)
O (-5.9988, -2.8707, 0.4779)
O (-3.9673, -6.2799, -1.0442)
O (-3.9375, -8.6523, 3.0004)
N (-2.9333, -8.0112, 3.3275)
N (-3.0085, -5.5324, -0.7254)
N (0.2432, -2.2723, -1.9398)
N (0.4399, -4.6901, 2.4758)
C (-0.8502, 5.8360, 1.8744)
C (-3.4159, 3.2674, 0.8043)
C (-1.2061, -5.0071, 0.7972)
C (-4.3288, -1.8248, 1.9989)
C (1.0893, -3.2950, -2.1520)
C (3.9129, -1.5791, 1.6735)
C (0.2177, 2.6834, 4.0286)
C (-0.6909, -5.4214, 2.1014)
C (5.0895, -1.6759, 2.4488)
C (-4.7283, -1.2523, -0.8691)
C (1.9347, 3.7500, -4.4768)
C (-4.9493, 2.4962, 3.0085)
C (-1.0201, -3.0853, -3.7469)
C (0.1237, 1.4585, 4.7170)
C (2.1624, 2.3426, -4.4365)
C (-0.8249, -2.1513, -2.7389)
C (-0.0363, 4.7601, 1.6311)
C (1.6459, 6.1574, 0.7492)
C (3.1908, 1.8335, -5.2595)
C (-3.2107, -1.2882, 1.1919)
C (-0.4304, 7.1051, 1.4298)
C (-5.4922, -2.3983, 1.6369)
C (6.2361, -2.8805, 0.7221)
C (2.7778, 4.5940, -5.1723)
C (0.7697, 3.7659, 4.7125)
C (-5.5948, 2.9526, 1.8751)
C (-2.4381, -5.7459, 0.5090)
C (0.8391, -4.3583, -3.0248)
C (-4.7962, 3.2956, 0.7453)
C (5.1244, -2.8129, -0.1042)
C (1.0278, 2.4267, 6.7487)
C (0.5523, 1.3260, 6.0267)
C (3.9765, 2.7075, -6.0178)
C (-2.4066, -7.0090, 2.4826)
C (6.2372, -2.2865, 1.9983)
C (-3.4248, -1.0933, -0.1573)
C (-5.7736, -2.0906, -0.6517)
C (1.1453, 3.6457, 6.0629)
C (3.4888, 0.3268, -5.2973)
C (4.6767, 5.0361, -6.7455)
C (2.3854, -3.2948, -1.4101)
C (0.8038, 4.3033, -3.6863)
C (3.8258, 4.1004, -5.9531)
C (-0.2726, -4.2818, -3.8250)
C (-1.8042, -0.9441, -2.6078)
C (3.9985, -2.0868, 0.3300)
C (-3.0570, -6.6758, 1.3097)
C (-1.2331, -6.3677, 2.9146)
C (1.2442, 4.8884, 1.1237)
C (-2.8116, 2.8161, 1.9802)
C (-3.5610, 2.4547, 3.0678)
C (0.8309, 7.2819, 0.8691)
H (7.1120, -3.4004, 0.3685)
H (-0.1171, 0.5610, 4.1557)
H (4.1652, 0.0484, -6.1601)
H (2.3562, -4.0849, -0.6061)
H (-0.1102, 3.7103, -3.8133)
H (-5.2507, 3.7186, -0.1680)
H (2.5738, 5.6437, -5.1822)
H (0.9677, 4.3990, -2.5963)
H (2.5975, -0.2821, -5.3784)
H (-3.9398, -7.2194, 0.9880)
H (0.9152, 4.6910, 4.2004)
H (4.9678, -1.2440, 3.4620)
H (4.1130, 5.3982, -7.6023)
H (-4.0951, -1.8680, 3.0605)
H (-1.4830, -0.0765, -3.1855)
H (3.1890, -3.6150, -2.0727)
H (0.5174, 0.2998, 6.3995)
H (1.9099, 4.0460, 1.0946)
H (1.5641, -5.1703, -3.0672)
H (-6.4886, -2.3125, -1.4038)
H (-3.1266, 2.1746, 4.0214)
H (-1.8340, 5.7048, 2.3879)
H (1.1780, 8.2953, 0.6289)
H (-6.1462, -2.7578, 2.4254)
H (2.6131, 6.2598, 0.2559)
H (-5.5654, 2.0552, 3.7999)
H (7.1901, -2.2443, 2.5683)
H (-1.1661, 7.9345, 1.4618)
H (-6.6896, 3.0013, 1.7781)
H (5.5831, 4.5332, -7.1179)
H (-0.7089, -6.6222, 3.8445)
H (0.5482, 5.2875, -4.0638)
H (5.2051, -3.2653, -1.0777)
H (1.5532, 4.5563, 6.5189)
H (5.0038, 5.8926, -6.1867)
H (3.9844, 0.0330, -4.3771)
H (-2.8180, 3.5498, -0.0447)
H (-4.7819, -0.6090, -1.7706)
H (-0.6158, -5.1048, -4.4708)
H (-1.8551, -2.9061, -4.4523)
H (4.7861, 2.2466, -6.5969)
H (1.2942, 2.3928, 7.7884)
H (-2.7981, -1.3278, -2.9468)

Values from the calculation:
Kohn-Sham gap: 4.69 eV
Energy: -205530.82997 eV
Net charge: -2